Record 1
A 9-piece molecular cluster, C14H46N6O9 overall at a distorted geometry, computed with wB97M-V/def2-TZVPD.

Output
Spin multiplicity: 1
Kohn-Sham gap in eV: 8.44
SMILES: NC(N)=O.NC(N)=O.NC(N)=O.CCO.CCO.CCO.CCO.CCO.CO
Net charge: 0
LUMO in eV: -0.193

CARTESIAN COORDINATES (ANGSTROEM)
1 C -1.6240 1.2114 3.0301
2 C -0.8322 1.3060 1.6831
3 O -0.3646 2.5792 1.4943
4 H -1.9072 0.2417 3.1675
5 H -2.4997 1.8597 2.9164
6 H -1.0777 1.5173 3.9183
7 H -1.3996 0.9586 0.8721
8 H -0.0417 0.5359 1.7196
9 H -0.0232 2.6442 0.5934
10 C -5.2509 2.7552 1.3079
11 C -4.1823 2.3677 0.3464
12 O -3.1875 3.4075 0.3401
13 H -4.9103 2.5640 2.3641
14 H -6.2002 2.2581 1.1096
15 H -5.4985 3.7929 1.1916
16 H -4.6156 2.2822 -0.6422
17 H -3.7515 1.4200 0.6192
18 H -2.5795 3.2585 -0.3809
19 C 2.5735 0.9434 1.3302
20 C 2.4144 0.9082 2.8761
21 O 3.3412 1.8279 3.3756
22 H 3.4345 0.4105 0.9427
23 H 2.5073 1.9459 0.8741
24 H 1.7733 0.4259 0.8595
25 H 2.5942 -0.0951 3.3109
26 H 1.4668 1.2074 3.1442
27 H 4.1738 1.5054 3.1174
28 C 3.3978 0.7200 -2.1922
29 C 4.6544 -0.1617 -2.1266
30 O 4.6274 -0.7542 -0.8491
31 H 3.5524 1.4683 -1.4639
32 H 2.5001 0.1226 -1.9533
33 H 3.2817 1.3852 -3.0965
34 H 5.5292 0.4726 -2.2131
35 H 4.6985 -0.8998 -2.8876
36 H 5.3553 -1.3467 -0.8486
37 C 1.7394 -2.9065 -2.8416
38 C 2.4024 -3.3128 -1.5219
39 O 2.4271 -2.2060 -0.6189
40 H 0.7736 -2.4937 -2.6582
41 H 1.7131 -3.6556 -3.6086
42 H 2.2753 -2.0533 -3.1572
43 H 3.4158 -3.7105 -1.5935
44 H 1.8036 -4.0816 -1.0838
45 H 3.2751 -1.7821 -0.7703
46 C -3.0282 -3.1552 -0.7456
47 O -3.7284 -2.5748 -1.7619
48 N -3.4472 -3.0294 0.4721
49 N -1.8989 -3.7710 -0.8420
50 H -4.3716 -2.6680 0.5318
51 H -3.2374 -3.8051 1.1929
52 H -1.7349 -3.9708 -1.7907
53 H -1.5521 -4.3678 -0.0797
54 C -0.0456 3.2999 -1.4671
55 O -1.3871 2.9431 -1.7878
56 N 0.4088 4.4980 -1.4029
57 N 0.7548 2.3841 -1.1116
58 H -0.2882 5.2321 -1.5630
59 H 1.3684 4.7488 -1.1623
60 H 0.4714 1.3987 -1.0476
61 H 1.7535 2.6071 -1.0034
62 C -0.2854 -2.1573 1.8147
63 O 0.5732 -1.6842 2.7459
64 N -0.0379 -2.3994 0.5498
65 N -1.5681 -2.3019 2.0978
66 H 0.9537 -2.4181 0.2148
67 H -0.7334 -2.8757 -0.0938
68 H -1.8321 -2.0652 3.0942
69 H -2.2449 -2.4160 1.3403
70 C -1.3799 -0.3378 -1.6039
71 O -0.0680 -0.1800 -0.9918
72 H -1.5790 0.5241 -2.2127
73 H -2.2055 -0.3716 -0.8914
74 H -1.3082 -1.2070 -2.2674
75 H -0.0771 -0.7235 -0.2243

Atomic partial charges in e from the Mulliken method, atoms 1 to 5: number 1, C, carries -1.76; number 2, C, carries 1.90; number 3, O, carries -0.64; number 4, H, carries 0.24; number 5, H, carries 0.40

Record 2
One molecule with the formula C6H10O at a distorted geometry, computed with wB97M-V/def2-TZVPD.

Output
Spin multiplicity: 1
Kohn-Sham gap in eV: 8.36
SMILES: C[C@H]1C[C@@]2(O)C[C@@H]12
Net charge: 0
LUMO in eV: 0.742

CARTESIAN COORDINATES (ANGSTROEM)
1 C 2.0011 0.6008 -0.0953
2 C 0.9254 -0.4585 -0.3446
3 C 0.0433 -0.8064 0.8841
4 C -1.2251 -0.3266 0.2308
5 O -2.4495 -0.8831 0.5108
6 C -1.0670 0.9462 -0.4458
7 C -0.2760 -0.0781 -1.2499
8 H 2.7546 0.2076 0.6001
9 H 1.5999 1.5159 0.3564
10 H 2.5175 0.8837 -1.0191
11 H 1.4214 -1.3416 -0.7593
12 H 0.2272 -0.2593 1.8127
13 H 0.0494 -1.8809 1.0865
14 H -3.0995 -0.1647 0.4913
15 H -1.9293 1.3508 -0.9694
16 H -0.5256 1.6857 0.1362
17 H -0.9679 -0.9915 -1.2257

Atomic partial charges in e from the natural (NBO) method, atoms 1 to 5: number 1, C, carries -0.61; number 2, C, carries -0.24; number 3, C, carries -0.44; number 4, C, carries 0.33; number 5, O, carries -0.67

Record 3
C9H14BrFeNO4 as an isolated structure at a distorted geometry, computed with wB97M-V/def2-TZVPD.

Output
Spin multiplicity: 5
Kohn-Sham gap (spin up / spin down) in eV: 5.60 / 5.93
Net charge: +2
LUMO (spin up / spin down) in eV: -11.379 / -11.021

CARTESIAN COORDINATES (ANGSTROEM)
1 Fe -1.9581 0.7290 0.1359
2 O 1.7316 -3.3916 3.0773
3 C 1.0075 -2.3758 2.7083
4 C 1.3395 -1.0236 2.9256
5 C 0.5478 -0.0346 2.3818
6 N -0.5357 -0.3124 1.6537
7 C -0.9002 -1.5884 1.5209
8 Br -2.5475 -1.7335 0.4829
9 C -0.1891 -2.6528 1.9953
10 H 2.5426 -3.1743 3.5678
11 H 2.2038 -0.7490 3.5115
12 H 0.7804 1.0132 2.5207
13 H -0.4929 -3.6778 1.8579
14 O -3.1712 1.5865 1.1156
15 O -2.2749 2.3800 0.7021
16 C 1.7436 -0.1897 -1.5169
17 C 0.2850 -0.4964 -1.8495
18 O -0.5804 0.6206 -1.5763
19 C -0.5216 1.6499 -2.5670
20 C -1.1131 2.9441 -2.0666
21 H 2.3285 -1.1052 -1.5491
22 H 1.8295 0.2356 -0.5194
23 H 2.1790 0.5053 -2.2302
24 H -0.0772 -1.3119 -1.2202
25 H 0.1773 -0.7950 -2.8985
26 H -1.0666 1.2965 -3.4576
27 H 0.5244 1.8079 -2.8649
28 H -2.1108 2.7972 -1.6421
29 H -1.2034 3.6459 -2.8920
30 H -0.4779 3.4002 -1.3070

Atomic partial charges in e from the natural (NBO) method, atoms 1 to 5: number 1, Fe, carries 1.51; number 2, O, carries -0.59; number 3, C, carries 0.44; number 4, C, carries -0.31; number 5, C, carries 0.09

Record 4
A 4-piece molecular cluster, C16H32O4 overall at a distorted geometry, computed with wB97M-V/def2-TZVPD.

Output
Spin multiplicity: 1
Kohn-Sham gap in eV: 10.19
SMILES: C1CCOC1.C1CCOC1.C1CCOC1.C1CCOC1
Net charge: 0
LUMO in eV: 0.709

CARTESIAN COORDINATES (ANGSTROEM)
1 C -3.3815 0.9088 -2.2181
2 C -3.8541 0.0679 -3.3872
3 C -2.8070 -0.8943 -3.6798
4 O -1.9286 -0.7321 -2.5462
5 C -1.8819 0.6294 -2.2884
6 H -3.7157 0.4829 -1.2720
7 H -3.6699 1.9587 -2.2687
8 H -4.0234 0.6755 -4.2762
9 H -4.8579 -0.3325 -3.2455
10 H -2.4190 -0.8699 -4.6981
11 H -3.1603 -1.9226 -3.7571
12 H -1.2191 1.1301 -2.9943
13 H -1.2767 0.8046 -1.3990
14 C 1.3954 2.4741 0.4985
15 C 1.4390 0.9922 0.2998
16 C 2.5979 0.5570 1.1414
17 O 3.5790 1.6006 0.8778
18 C 2.9569 2.8722 0.6340
19 H 0.8929 2.7700 1.4194
20 H 1.1048 3.0427 -0.3848
21 H 1.4590 0.8755 -0.7837
22 H 0.4948 0.4864 0.5016
23 H 2.8224 -0.4595 0.8183
24 H 2.4161 0.5588 2.2161
25 H 3.4013 3.2546 -0.2848
26 H 3.3096 3.5685 1.3949
27 C -2.9737 4.0627 1.2568
28 C -3.8607 3.5895 2.4266
29 C -3.6379 2.0741 2.4571
30 O -2.2687 1.9018 1.9265
31 C -2.0314 2.8302 0.8897
32 H -2.4377 4.9725 1.5270
33 H -3.5693 4.2756 0.3690
34 H -4.9064 3.8795 2.3242
35 H -3.4253 3.9787 3.3469
36 H -4.3028 1.3582 1.9739
37 H -3.7200 1.7643 3.4989
38 H -2.1738 2.4294 -0.1139
39 H -1.0072 3.1985 0.8298
40 C 3.0268 -4.3063 0.6057
41 C 4.2067 -4.5295 -0.3854
42 C 4.6181 -5.9678 -0.0550
43 O 4.1380 -6.3431 1.3216
44 C 3.6280 -5.0820 1.8287
45 H 2.1139 -4.7818 0.2472
46 H 2.8484 -3.2403 0.7469
47 H 4.9930 -3.9104 0.0466
48 H 3.9963 -4.2101 -1.4061
49 H 5.7045 -6.0527 -0.0814
50 H 4.1861 -6.7073 -0.7293
51 H 4.3415 -4.3916 2.2784
52 H 2.8397 -5.2920 2.5516

Atomic partial charges in e from the natural (NBO) method, atoms 1 to 5: number 1, C, carries -0.42; number 2, C, carries -0.45; number 3, C, carries -0.09; number 4, O, carries -0.52; number 5, C, carries -0.08

Record 5
A 2-piece molecular cluster, C7H18O2 overall at a distorted geometry, computed with wB97M-V/def2-TZVPD.

Output
Spin multiplicity: 1
Kohn-Sham gap in eV: 10.63
SMILES: CC(C)OO.CC(C)C
Net charge: 0
LUMO in eV: 0.871

CARTESIAN COORDINATES (ANGSTROEM)
1 C 2.6576 -0.0501 0.1390
2 C 2.2357 0.2751 -1.2667
3 C 2.4510 0.9433 1.1916
4 O 1.4762 -1.0701 0.8946
5 O 1.2394 -2.4278 0.4974
6 H 0.3278 -2.3971 0.1709
7 H 3.5659 -0.6462 0.2167
8 H 1.2926 0.8199 -1.2778
9 H 2.9974 0.9035 -1.7350
10 H 2.1216 -0.6385 -1.8492
11 H 1.9123 1.8336 0.8783
12 H 3.3301 1.1365 1.8019
13 H 1.6608 0.2495 1.7928
14 C -1.5583 -0.0220 -0.1693
15 C -2.1093 0.5821 -1.4610
16 C -2.3167 -1.2971 0.2048
17 C -1.6080 0.9907 0.9747
18 H -0.5082 -0.2823 -0.3282
19 H -1.5523 1.4761 -1.7448
20 H -3.1561 0.8660 -1.3361
21 H -2.0520 -0.1308 -2.2847
22 H -1.9091 -1.7419 1.1135
23 H -2.2634 -2.0375 -0.5957
24 H -3.3714 -1.0778 0.3812
25 H -1.1629 0.5739 1.8779
26 H -1.0609 1.8983 0.7161
27 H -2.6395 1.2706 1.1972

Atomic partial charges in e from the natural (NBO) method, atoms 1 to 5: number 1, C, carries 0.14; number 2, C, carries -0.65; number 3, C, carries -0.69; number 4, O, carries -0.41; number 5, O, carries -0.46

Q: Look up the net charge of the first one.
A: 0